Entry 1:
Below is C44H130O42Zr as an isolated structure, with properties calculated with ωB97M-V/def2-TZVPD.

Output
Orbital gap   7.7 eV
HOMO   -7.829 eV

Geometry as ORCA input:
```
! RIJCOSX wB97M-V def2-TZVPD def2/J DEFGRID3
* xyz 0 1
Zr 4.00745 1.33702 1.08910
O 5.46018 -0.04327 0.49883
H 6.34876 -0.14354 0.10524
O 5.28916 2.79209 1.75611
H 6.21750 3.08784 1.82857
C 0.82719 -1.33421 -1.12490
C 1.01776 -0.05212 -0.31516
C 0.01970 -0.03546 0.87135
O 2.30975 0.27216 0.05226
H 1.04662 -2.18596 -0.48111
H 1.51724 -1.40160 -1.96596
H -0.21105 -1.49325 -1.41623
H 0.72504 0.69886 -1.04895
H 0.16917 0.78410 1.57426
H 0.12358 -0.97760 1.40956
H -1.00250 0.01878 0.49682
C 4.01280 -2.39349 3.73428
C 4.24593 -0.89005 3.96460
C 5.69572 -0.71066 4.42828
O 3.94024 -0.00276 2.91933
H 4.03300 -3.05091 4.60347
H 4.78111 -2.93728 3.18463
H 3.07219 -2.60816 3.22706
H 3.72444 -0.59036 4.87362
H 5.82598 0.32876 4.72948
H 6.42703 -0.81241 3.62644
H 5.99564 -1.34457 5.26272
C 4.96607 1.58363 -2.36375
C 4.49096 0.11865 -2.63349
O 5.47785 -0.75312 -2.12596
O 4.73675 2.14003 -1.05343
H 4.39302 2.24659 -3.01198
H 6.01998 1.73260 -2.59864
H 4.44490 0.01036 -3.71712
H 3.48095 -0.11080 -2.29388
H 5.60360 -0.55438 -1.19521
H 4.81063 3.07335 -1.26571
C -3.53295 -5.93991 -1.99483
C -3.41370 -4.44023 -1.68818
O -2.52237 -4.20771 -0.73966
O -2.37660 -6.51767 -2.66330
H -4.35859 -6.22185 -2.64822
H -3.68135 -6.52823 -1.08931
H -4.37080 -4.00285 -1.40398
H -3.20031 -3.96067 -2.64347
H -2.70001 -3.34118 -0.36658
H -1.67817 -6.59618 -2.00938
C -4.76606 -1.36559 -4.88268
C -4.02362 -0.55254 -6.05939
O -4.63874 -0.52179 -7.35682
O -6.05735 -0.81289 -4.56608
H -4.20369 -1.36136 -3.94897
H -4.81879 -2.44336 -5.03674
H -3.08109 -1.08654 -6.18004
H -3.98869 0.47787 -5.70563
H -4.61170 -1.42328 -7.68574
H -5.92469 0.04451 -4.15513
C -3.51563 -2.03481 1.70748
C -3.96760 -3.30173 2.48570
O -5.23778 -3.25472 2.93898
O -3.90357 -2.02800 0.34679
H -2.43028 -1.93852 1.73672
H -3.97510 -1.19741 2.23260
H -3.28309 -3.36019 3.33196
H -3.86412 -4.25649 1.97012
H -5.86276 -3.72463 2.38203
H -4.62407 -1.39878 0.26591
C 0.97429 3.92494 6.45262
C 0.38085 2.71177 5.77616
O 1.42448 1.90601 5.12977
O 1.34424 4.92978 5.48154
H 1.94948 3.74400 6.90470
H 0.34616 4.33325 7.24435
H -0.39619 3.03584 5.08386
H -0.08033 2.06191 6.51986
H 2.04787 1.85026 5.85770
H 2.26296 5.16490 5.33231
C -0.91924 6.10018 -2.30476
C -1.86229 5.34226 -1.34623
O -1.13672 5.17817 -0.12070
O -0.90897 7.52616 -2.15337
H -1.23217 5.99978 -3.34404
H 0.09510 5.70477 -2.35821
H -2.25480 4.37964 -1.67394
H -2.74349 5.94849 -1.13630
H -0.79753 6.03178 0.15842
H -0.35562 7.76205 -2.90155
C -0.91713 0.05708 -3.49719
C -1.22266 1.52322 -3.02510
O -0.34628 2.54513 -3.54379
O -1.08384 0.03276 -4.91940
H -1.67914 -0.61955 -3.11040
H 0.07657 -0.36394 -3.34421
H -1.14635 1.51251 -1.93783
H -2.28261 1.64318 -3.24917
H -0.29270 2.51569 -4.50184
H -0.88810 -0.83305 -5.28499
C -4.13472 1.78025 3.87393
C -5.55262 2.41176 4.16383
O -6.58092 1.48219 4.43657
O -3.60504 1.11059 5.04379
H -3.50999 2.63869 3.62715
H -4.23108 1.07551 3.04800
H -5.99018 2.93310 3.31245
H -5.43982 3.17448 4.93430
H -7.05161 1.41453 3.60263
H -4.24701 0.44233 5.29456
C -6.92153 -0.60644 0.63036
C -7.33539 -0.64588 2.06675
O -8.01278 0.54676 2.30166
O -5.67172 0.04208 0.48516
H -7.62940 -0.12374 -0.04344
H -6.72878 -1.55801 0.13494
H -6.45324 -0.73072 2.70136
H -8.02971 -1.43851 2.34555
H -8.91936 0.26725 2.44858
H -5.85217 0.96077 0.69737
C -4.59736 4.80185 1.44165
C -4.73057 3.41808 0.77098
O -6.10473 2.92820 0.70860
O -5.01140 5.90840 0.61685
H -3.61837 5.04446 1.85497
H -5.16223 4.80975 2.37382
H -4.11052 2.68955 1.29338
H -4.26917 3.48812 -0.21406
H -6.49597 3.04113 -0.16075
H -5.26458 6.64410 1.17921
C 1.12884 -5.61869 -1.83851
C 0.65443 -4.95339 -3.15299
O -0.55158 -4.28149 -2.80802
O 0.05862 -6.31410 -1.07615
H 1.66571 -4.93570 -1.18017
H 1.81912 -6.43654 -2.04524
H 0.37487 -5.66311 -3.93160
H 1.45851 -4.26095 -3.40216
H -1.13396 -4.78217 -2.23203
H 0.36593 -6.38461 -0.16940
C 0.63441 -1.23883 4.55218
C -0.65535 -0.40980 4.35584
O -1.14597 0.07570 5.60150
O 0.25631 -2.47320 5.15260
H 1.28732 -0.79373 5.30298
H 1.10928 -1.45051 3.59416
H -1.37411 -1.08205 3.88724
H -0.64435 0.43971 3.67297
H -1.86313 0.66066 5.34635
H -0.27150 -2.29999 5.93554
C 4.89809 -3.36386 0.18512
C 5.17139 -4.88228 0.39844
O 4.06089 -5.63745 -0.13752
O 6.03691 -2.66472 0.68480
H 3.99812 -3.04028 0.70804
H 4.90087 -3.18894 -0.89075
H 5.36069 -5.01351 1.46383
H 6.15106 -5.04449 -0.05102
H 3.45979 -5.78112 0.59707
H 5.82154 -1.73061 0.63329
C -0.57201 6.50666 3.12062
C 0.42987 7.35194 2.34835
O 0.25597 7.45157 0.90626
O -1.90776 6.93773 2.88655
H -0.34216 6.54115 4.18555
H -0.47569 5.45486 2.85130
H 1.43442 7.03467 2.62823
H 0.33224 8.36244 2.74515
H 0.57543 8.29970 0.58967
H -2.53739 6.36797 3.33436
C 5.29433 -4.65997 -5.07835
C 5.21013 -3.58487 -3.99414
O 6.00721 -2.39738 -4.21923
O 4.64437 -5.82322 -4.73992
H 6.30950 -4.77354 -5.45864
H 4.66104 -4.20433 -5.83955
H 5.62415 -4.00820 -3.07900
H 4.21916 -3.39712 -3.58081
H 6.13389 -1.89999 -3.40797
H 5.23738 -6.32606 -4.17681
C 1.09544 -5.63028 2.50396
C 0.09430 -4.58028 1.94326
O -1.12219 -5.21847 1.49242
O 1.30580 -6.57524 1.44870
H 0.64468 -6.11639 3.36918
H 2.04191 -5.21387 2.84875
H 0.40776 -4.03326 1.05409
H -0.12855 -3.94772 2.80251
H -1.40489 -4.83948 0.65692
H 1.67677 -7.42806 1.68678
C 3.80081 5.43575 -2.33638
C 2.73519 4.60056 -3.01361
O 2.08206 3.61526 -2.33395
O 4.81595 4.70574 -1.64882
H 3.31825 6.03529 -1.56451
H 4.25698 6.14658 -3.02539
H 3.33945 4.12668 -3.78718
H 1.94685 5.21978 -3.44161
H 1.26167 3.33044 -2.74315
H 5.55255 5.27614 -1.41719
C 2.36040 4.26199 0.98224
C 1.68524 3.62791 2.15662
O 2.37976 2.43712 2.55924
O 2.73379 3.18749 0.14953
H 3.15618 4.89798 1.36998
H 1.73450 5.04522 0.55456
H 0.66397 3.28633 1.98805
H 1.66126 4.33454 2.98620
H 1.93521 2.25069 3.38942
H 2.30246 3.31016 -0.69930
C 0.68541 -2.95347 -5.72104
C 0.68720 -2.65483 -7.21817
O 0.74858 -1.26853 -7.46741
O -0.52160 -2.52825 -5.10707
H 1.54035 -2.46980 -5.24855
H 0.79867 -4.03642 -5.77093
H -0.22148 -3.01539 -7.70024
H 1.51846 -3.24528 -7.60355
H 0.94038 -1.27226 -8.40805
H -0.60128 -2.89012 -4.22147
*
```

Mulliken population analysis, charges in e, atoms 1 to 5:
1 Zr 0.4574
2 O -1.1093
3 H 0.2220
4 O -0.6177
5 H 0.0942


Entry 2:
Below is a 2-piece molecular cluster, C4H5NO3 overall, with properties calculated with ωB97M-V/def2-TZVPD.

Output
Orbital gap   9.6 eV
Relative energy (zero: lowest compared OMol25 entry of this formula, charge and spin)   48.4 kcal per mole
HOMO   -9.068 eV

Geometry as ORCA input:
```
! RIJCOSX wB97M-V def2-TZVPD def2/J DEFGRID3
* xyz 0 1
C -0.66348 -0.72380 0.24011
C -1.78562 3.25537 -0.75979
C -0.38877 -2.00362 0.34434
C 0.95535 0.57167 -0.52908
N -0.19747 0.21312 -0.68307
O -2.33068 2.97948 0.19078
O 1.56553 1.46371 -1.35717
O 1.70543 0.34643 0.55209
H -1.35226 -0.36419 0.88437
H -0.95590 -2.61687 1.01555
H 0.48440 -2.44294 -0.01872
H 1.06276 1.63717 -2.12199
H 2.69681 0.54501 0.55885
*
```

Mulliken population analysis, charges in e, atoms 1 to 5:
1 C -0.1402
2 C 0.1226
3 C -0.7038
4 C 0.6728
5 N -0.4516


Entry 3:
Below is an isolated molecule of C5H7NO, with properties calculated with ωB97M-V/def2-TZVPD.

Output
Orbital gap   9.4 eV
Relative energy (zero: lowest compared OMol25 entry of this formula, charge and spin)   111.9 kcal per mole
HOMO   -8.513 eV

Geometry as ORCA input:
```
! RIJCOSX wB97M-V def2-TZVPD def2/J DEFGRID3
* xyz 0 1
O -1.78320 -1.28806 -1.19208
C -1.74069 -0.14299 -0.75587
C -0.68214 0.80814 -0.84457
C 0.29572 1.16688 0.13307
C 0.47935 0.11379 1.24829
C 0.92758 -0.90007 0.16909
N 0.86750 0.20375 -0.85763
H -2.63768 0.32372 -0.29563
H 0.73425 2.15954 0.20740
H -0.43648 -0.11524 1.79962
H 1.27039 0.36470 1.95671
H 0.25175 -1.72638 -0.05394
H 1.94898 -1.26674 0.31109
H 0.50465 0.29895 -1.82556
*
```

Mulliken population analysis, charges in e, atoms 1 to 5:
1 O -0.5689
2 C 0.0397
3 C -0.5078
4 C -0.0212
5 C -0.4722


Entry 4:
Below is C22H35CdNO3P2S as an isolated structure, with properties calculated with ωB97M-V/def2-TZVPD.

Output
Orbital gap   5.8 eV
Relative energy (zero: lowest compared OMol25 entry of this formula, charge and spin)   60.0 kcal per mole
HOMO   -7.295 eV

Geometry as ORCA input:
```
! RIJCOSX wB97M-V def2-TZVPD def2/J DEFGRID3
* xyz 0 1
P -1.59846 3.27591 -0.01708
P -2.70730 0.64344 -1.94493
C -2.54282 3.47639 -1.58757
C -3.55599 2.34390 -1.77408
H -1.80551 3.51278 -2.41061
H -3.03280 4.46017 -1.52533
H -4.21870 2.26102 -0.89104
H -4.18128 2.54030 -2.65925
C -2.05261 0.94678 -3.64758
H -1.58515 0.02338 -3.97807
H -1.30430 1.73471 -3.69557
H -2.84415 1.17663 -4.36008
C -4.16234 -0.31409 -2.56308
H -4.38734 -0.02584 -3.59724
H -5.04392 -0.17951 -1.92961
H -3.85859 -1.36962 -2.55460
C -0.55561 4.79731 -0.09282
H 0.24695 4.73832 0.64536
H -1.20844 5.64841 0.13052
H -0.10497 4.91594 -1.08538
C -2.77678 3.63122 1.30567
H -3.64479 2.96885 1.20523
H -3.07214 4.68341 1.21179
H -2.29153 3.44765 2.27720
Cd -1.51391 -2.35775 1.94843
C 1.03486 -0.05671 -1.99278
C 1.35726 1.10570 -2.61107
C 1.84441 2.31276 -1.86749
C 2.92851 2.03445 -0.78026
C 2.33532 2.33700 0.54553
C 0.99271 2.28593 0.72647
C 0.17163 1.11131 0.10993
C 0.81779 -0.16093 -0.53163
C -0.75709 -1.23535 3.71450
H 0.91628 -0.96768 -2.60462
H 1.29073 1.26573 -3.71331
H 0.98310 2.82394 -1.39271
H 2.22608 3.02766 -2.61678
H 3.21703 0.97340 -0.75533
H 3.85135 2.55832 -1.08982
H 2.98151 2.46021 1.41240
H 0.55634 2.73185 1.64264
H -0.44410 1.54258 -0.70365
H -0.55334 0.78250 0.87182
H 1.75244 -0.38495 -0.01112
H 0.18384 -1.05090 -0.32831
H -0.74751 -1.76053 4.66980
H -1.32723 -0.30167 3.77863
H 0.30373 -1.02559 3.51135
O 1.53000 -1.94489 1.60854
C 1.34879 -3.18313 1.41832
N 0.11732 -3.78461 1.27819
S 0.04796 -5.38347 1.81426
O -0.58136 -5.35259 3.12268
O -0.44578 -6.21951 0.75197
C 1.83397 -5.43623 1.92171
C 2.63505 -6.46852 2.42120
C 4.03043 -6.23917 2.49717
C 4.58554 -4.98452 2.13036
C 3.75431 -3.95375 1.71182
C 2.38930 -4.21954 1.55542
H 2.18899 -7.43354 2.73566
H 4.67950 -7.03657 2.86788
H 5.66420 -4.81893 2.19887
H 4.10865 -2.92973 1.57148
*
```

Mulliken population analysis, charges in e, atoms 1 to 5:
1 P 1.2140
2 P 0.7538
3 C -1.0471
4 C -1.0165
5 H 0.2612


no.,calculated total energy (eV)
1,-135003.545
2,-11859.903
3,-8831.351
4,-64985.767